[1]
DFT (the ωB97M-V functional and the def2-TZVPD basis) results for a molecular structure, C36H46GeN4O5Re.

XYZ file:
```
93
Properties=species:S:1:pos:R:3:mulliken_spin:R:1
Re 0.87 -0.12 0.83 2.4567
N 2.36 0.29 -0.65 0.0463
C 1.80 -0.07 -1.99 -0.0068
C 0.87 -1.26 -1.82 0.0321
N -0.23 -0.94 -0.84 -0.0695
C -1.19 0.01 -1.53 0.0347
C -2.59 0.21 -0.95 -0.0022
N -2.63 0.71 0.42 0.0041
C -0.92 -2.20 -0.40 0.0447
C -1.08 -2.31 1.13 0.0153
N -0.83 -0.99 1.79 0.0296
H 3.13 -0.37 -0.40 0.0065
H 2.75 1.23 -0.67 0.0164
H 1.29 0.80 -2.40 -0.0013
H 2.60 -0.35 -2.68 -0.0036
H 0.44 -1.57 -2.77 0.0054
H 1.43 -2.11 -1.43 -0.0072
H -0.70 0.98 -1.60 -0.0124
H -1.33 -0.37 -2.54 -0.0013
H -3.08 0.88 -1.66 -0.0002
H -3.16 -0.72 -0.99 -0.0004
H -2.20 1.63 0.48 0.0020
H -3.60 0.81 0.71 -0.0010
H -1.89 -2.25 -0.89 -0.0024
H -0.34 -3.05 -0.76 0.0009
H -2.07 -2.68 1.39 -0.0049
H -0.35 -3.02 1.52 -0.0307
H -1.63 -0.36 1.57 0.0111
H -0.76 -1.13 2.79 0.0129
C -0.74 6.42 -0.74 0.0006
O 0.19 6.42 0.35 0.0049
C 0.58 5.27 0.87 0.0056
C 1.50 5.38 1.94 0.0116
C 1.97 4.26 2.54 0.0010
C 1.57 2.95 2.13 -0.0116
C 2.07 1.82 2.81 0.0082
C 2.86 1.87 4.07 -0.0052
O 1.85 0.61 2.41 0.0575
C 0.64 2.86 1.05 0.0648
O 0.14 1.71 0.60 0.1384
C 0.16 4.02 0.44 0.0206
H -0.90 7.46 -0.99 0.0000
H -1.69 5.96 -0.43 -0.0002
H -0.33 5.89 -1.60 -0.0002
H 1.82 6.37 2.25 0.0006
H 2.67 4.37 3.35 0.0007
H 3.36 2.81 4.25 0.0002
H 3.58 1.05 4.07 0.0002
H 2.16 1.70 4.90 0.0032
H -0.55 3.91 -0.37 0.0008
O 3.82 -1.75 0.45 0.0293
C 2.96 -2.33 1.09 0.0046
O 1.71 -1.88 1.16 0.0929
C 3.23 -3.57 1.89 0.0022
C 3.69 -4.76 1.05 -0.0004
Ge 2.36 -5.56 -0.18 -0.0080
C 2.35 -4.53 -1.86 0.0043
C 1.44 -4.79 -2.89 0.0010
C 1.52 -4.14 -4.11 -0.0004
C 2.55 -3.23 -4.35 0.0002
C 3.49 -2.99 -3.36 -0.0012
C 3.39 -3.63 -2.13 -0.0030
C 0.61 -5.57 0.72 0.0030
C -0.60 -5.56 0.03 -0.0006
C -1.82 -5.65 0.69 0.0011
C -1.85 -5.74 2.08 -0.0003
C -0.65 -5.77 2.79 0.0003
C 0.56 -5.69 2.11 -0.0009
C 2.86 -7.38 -0.63 0.0002
C 3.91 -7.61 -1.53 0.0003
C 4.28 -8.91 -1.85 0.0000
C 3.61 -9.98 -1.28 0.0001
C 2.57 -9.76 -0.39 0.0000
C 2.20 -8.46 -0.07 0.0000
H 2.34 -3.80 2.47 -0.0016
H 4.02 -3.30 2.60 -0.0003
H 4.01 -5.56 1.72 0.0003
H 4.58 -4.49 0.47 -0.0005
H 0.67 -5.54 -2.76 0.0000
H 0.80 -4.37 -4.89 0.0000
H 2.63 -2.75 -5.32 0.0000
H 4.32 -2.33 -3.56 0.0002
H 4.14 -3.42 -1.38 0.0009
H -0.62 -5.51 -1.06 -0.0009
H -2.74 -5.67 0.13 0.0001
H -2.79 -5.83 2.60 -0.0001
H -0.66 -5.88 3.86 0.0000
H 1.48 -5.76 2.68 0.0001
H 4.43 -6.78 -1.99 0.0001
H 5.10 -9.08 -2.54 0.0000
H 3.90 -10.99 -1.53 0.0000
H 2.04 -10.60 0.05 0.0000
H 1.37 -8.31 0.62 0.0000
```

Computed properties:
Highest occupied orbital energy (spin up / spin down) = -12.69 / -12.69 eV
Gap between HOMO and LUMO (spin up / spin down) = 6.9145 / 5.7036 eV
Max |F| = 0.30 eV Å⁻¹
Total charge = +2
Spin multiplicity = 4
<S²> = 3.76
LUMO level (spin up / spin down) = -5.779 / -6.990 eV

***

[2]
DFT (the ωB97M-V functional and the def2-TZVPD basis) results for a molecular structure, C36H47As2BrN7O7S2Sn.

XYZ file:
```
103
Properties=species:S:1:pos:R:3:mulliken_charge:R:1
Sn 0.43 -0.73 -0.11 0.7803
S 8.23 -0.60 -0.28 0.0880
N 7.30 -0.24 1.00 -0.7259
C 6.09 0.01 0.53 0.8209
C 4.93 0.38 1.32 0.5989
C 4.95 0.44 2.71 -0.6918
C 3.79 0.76 3.37 -1.1356
C 2.64 1.03 2.62 -0.5833
N 2.62 0.99 1.30 0.1974
C 3.73 0.65 0.65 -0.3219
C 3.63 0.48 -0.82 -0.0824
N 2.42 0.67 -1.37 0.1491
C 2.30 0.51 -2.68 -0.7197
C 3.35 0.15 -3.52 -1.0444
C 4.59 -0.05 -2.95 -0.8379
C 4.74 0.11 -1.58 0.4696
C 6.00 -0.11 -0.89 0.7890
N 7.14 -0.44 -1.46 -0.7097
H 5.87 0.23 3.24 0.4865
H 3.75 0.80 4.45 0.4506
H 1.70 1.26 3.10 0.5740
H 1.30 0.66 -3.08 0.7884
H 3.19 0.03 -4.58 0.5541
H 5.45 -0.35 -3.55 0.4953
N -1.30 1.55 1.93 0.3177
C -1.91 2.54 2.82 -0.9595
C -1.33 3.93 2.56 -0.1991
C 0.18 4.01 2.82 0.0128
C 1.01 4.45 1.61 -0.9278
N 0.69 3.65 0.44 0.2705
H -1.55 1.76 0.97 -0.4879
H -1.70 0.63 2.11 0.1853
H -1.69 2.24 3.85 0.4106
H -3.00 2.58 2.73 0.4816
H -1.86 4.65 3.19 0.3726
H -1.53 4.20 1.52 -0.1742
H 0.53 3.02 3.13 -0.2521
H 0.39 4.69 3.65 0.3965
H 2.07 4.40 1.89 0.3694
H 0.79 5.50 1.38 0.4141
H 0.80 2.66 0.65 -0.4587
H 1.32 3.85 -0.33 0.2295
O -0.32 -5.80 1.18 -0.7613
As -1.45 -4.39 0.98 1.0947
O -2.86 -4.89 1.63 -0.8571
O -0.57 -3.09 1.56 -0.4314
C -1.43 -4.15 -1.00 0.9784
C -0.57 -5.20 -1.65 -0.5341
C -0.46 -5.29 -2.97 -1.2514
C -1.23 -4.39 -3.85 0.0953
C -2.23 -2.47 -3.46 -0.8533
C -2.32 -2.32 -1.95 0.3123
S -2.88 -0.75 -1.30 1.9752
O -3.29 -0.97 0.07 -0.7658
O -3.87 -0.18 -2.19 -0.8921
O -1.59 0.00 -1.38 0.1415
H -0.81 -6.41 1.74 0.2600
H -0.06 -5.90 -1.01 0.7068
H 0.17 -6.05 -3.41 0.3684
H -1.33 -4.81 -4.85 0.7759
H -2.82 -1.78 -4.06 0.6985
Br -4.13 -4.74 -4.20 -0.2137
C -2.60 -3.95 -3.30 -0.3316
C -0.80 -2.86 -3.96 -0.5605
C 0.33 -2.31 -3.13 -1.4934
C 0.24 -2.16 -1.80 0.2794
C -1.04 -2.65 -1.21 -3.0095
C -2.76 -3.81 -1.76 -1.1565
H -0.65 -2.60 -5.01 0.5778
H 1.19 -1.92 -3.68 0.5172
H -1.22 -2.25 -0.20 1.8866
H -3.71 -4.12 -1.33 0.5971
C 2.40 -3.53 2.48 -1.5026
C 2.36 -3.20 1.02 0.7945
N 2.00 -4.19 0.19 -0.2706
O 2.64 -2.07 0.60 -0.3681
H 2.92 -4.47 2.66 0.3977
H 1.36 -3.62 2.82 0.3087
H 2.89 -2.72 3.02 0.3632
H 1.48 -4.96 0.59 0.2708
H 1.74 -3.91 -0.75 0.2566
C 0.52 4.47 -4.13 -1.1251
C -0.60 4.53 -3.11 -0.8309
As -0.96 2.74 -2.35 1.0174
C -2.46 3.21 -1.17 0.8997
C -3.58 4.04 -1.78 -1.5696
C -2.01 2.00 -3.85 -0.8858
C -1.21 0.97 -4.65 -0.9940
H 0.79 5.46 -4.51 0.3764
H 0.23 3.87 -5.00 0.2312
H 1.42 4.02 -3.71 0.1951
H -1.50 4.95 -3.55 0.4246
H -0.32 5.18 -2.27 0.4293
H -2.01 3.73 -0.31 -0.7142
H -2.85 2.26 -0.81 0.1146
H -3.23 5.02 -2.12 0.3060
H -4.38 4.21 -1.05 0.4411
H -4.03 3.53 -2.63 0.3238
H -2.36 2.81 -4.49 0.6357
H -2.88 1.51 -3.41 0.3391
H -0.32 1.40 -5.10 0.2989
H -1.81 0.54 -5.46 0.4180
H -0.90 0.15 -4.00 -0.1255
```

Computed properties:
Highest occupied orbital energy = -5.55 eV
Gap between HOMO and LUMO = 6.6196 eV
Max |F| = 0.27 eV Å⁻¹
Total charge = -1
LUMO level = 1.070 eV

***

[3]
DFT (the ωB97M-V functional and the def2-TZVPD basis) results for a molecular structure, C36H47AsN3O5Y at a distorted geometry.

XYZ file:
```
93
Properties=species:S:1:pos:R:3:mulliken_charge:R:1
Y -1.84 0.87 -0.68 -1.5641
O -3.48 2.58 -0.98 -0.5229
C -4.08 1.50 -0.88 0.6070
O -3.80 0.53 -1.68 -0.7519
C -4.83 1.18 0.42 0.2712
C -4.81 -0.34 0.63 -0.2973
C -5.64 -0.78 1.82 -1.0828
C -4.76 -0.34 3.02 -0.9698
C -3.61 0.34 2.32 -0.2420
O -3.42 -0.48 1.11 -0.1289
C -4.05 1.69 1.73 -0.1600
C -2.81 2.59 1.55 0.1334
O -2.81 3.74 1.89 -0.7089
O -1.74 1.91 1.12 0.1473
H -5.85 1.58 0.35 0.6207
H -4.95 -0.90 -0.27 0.7568
H -5.76 -1.87 1.80 0.3314
H -6.63 -0.33 1.81 0.4468
H -4.43 -1.20 3.60 0.3738
H -5.27 0.35 3.70 0.3826
H -2.67 0.37 2.86 0.5573
H -4.70 2.24 2.41 0.6189
C -0.80 -3.98 1.31 -1.4827
C -1.47 -3.65 -0.01 1.6962
C -2.98 -3.85 0.09 -1.8224
C -0.88 -4.51 -1.13 -1.5970
N -1.18 -2.22 -0.24 0.9236
N -1.75 -1.60 -1.39 -0.7410
H -1.05 -5.01 1.62 0.4653
H -1.13 -3.29 2.09 0.2232
H 0.29 -3.91 1.22 0.2561
H -3.20 -4.86 0.44 0.5681
H -3.48 -3.73 -0.87 0.3559
H -3.41 -3.13 0.80 0.1174
H -1.05 -5.58 -0.96 0.4785
H 0.20 -4.34 -1.20 0.2491
H -1.33 -4.27 -2.10 0.3274
H -0.18 -2.10 -0.32 -0.8728
H -2.76 -1.74 -1.35 0.2490
H -1.42 -2.03 -2.26 0.2641
C 3.78 -4.82 -1.77 -1.7703
C 3.10 -3.51 -1.43 0.5469
C 2.46 -2.76 -2.39 -0.8377
C 1.82 -1.54 -2.11 1.7047
C 1.18 -0.85 -3.31 -1.9472
C 1.84 -1.06 -0.79 -1.6595
As 0.86 0.43 -0.01 3.1267
N 0.07 1.29 -1.42 2.0505
C -0.01 2.70 -1.63 0.3595
C 0.38 3.68 -0.70 -0.0612
C 0.29 5.03 -1.00 -1.0875
C -0.20 5.45 -2.23 -0.6479
C -0.63 4.50 -3.13 -0.7665
C -0.56 3.14 -2.84 -0.5718
C 2.31 1.54 0.58 0.0195
C 2.32 1.89 1.93 0.7957
C 1.24 1.53 2.93 -1.8977
C 3.40 2.64 2.41 -1.0343
C 4.42 3.06 1.59 0.8159
C 5.57 3.88 2.12 -1.5906
C 4.36 2.73 0.24 -0.8475
C 3.33 1.97 -0.30 0.9287
C 3.36 1.72 -1.78 -1.6478
C 2.46 -1.84 0.21 0.7704
C 2.49 -1.45 1.68 -1.7240
C 3.09 -3.03 -0.12 -0.7268
H 3.61 -5.11 -2.80 0.3785
H 3.43 -5.63 -1.13 0.3632
H 4.86 -4.75 -1.62 0.3758
H 2.43 -3.12 -3.42 0.3374
H 0.83 -1.60 -4.01 0.5434
H 1.92 -0.24 -3.84 0.4319
H 0.37 -0.17 -3.04 -0.1601
H 0.72 3.40 0.28 0.4557
H 0.60 5.76 -0.25 0.4390
H -0.27 6.51 -2.46 0.4076
H -1.05 4.81 -4.09 0.3953
H -0.90 2.41 -3.56 0.3716
H 0.38 1.03 2.50 -0.2185
H 0.86 2.44 3.40 0.5620
H 1.65 0.90 3.72 0.4302
H 3.41 2.92 3.47 0.3274
H 5.47 4.07 3.19 0.3909
H 5.63 4.85 1.62 0.3409
H 6.53 3.38 1.96 0.3311
H 5.14 3.08 -0.43 0.4647
H 3.91 2.52 -2.27 0.5063
H 2.37 1.68 -2.22 -0.0047
H 3.86 0.77 -2.01 0.2760
H 1.51 -1.16 2.07 0.3354
H 3.16 -0.61 1.88 0.2093
H 2.82 -2.29 2.29 0.5206
H 3.57 -3.61 0.67 0.4123
```

Computed properties:
Highest occupied orbital energy = -7.21 eV
Gap between HOMO and LUMO = 7.5817 eV
Max |F| = 2.03 eV Å⁻¹
LUMO level = 0.373 eV

***

Q: Number 3 is which compound?
A: C36H47AsN3O5Y